# 1
{
  "formula": "C3H11N3O",
  "method": "ωB97M-V/def2-TZVPD",
  "species": ["H", "N", "C", "N", "H", "H", "H", "N", "C", "C", "O", "H", "H", "H", "H", "H", "H", "H"],
  "positions_angstrom": [[1.83119, -1.66582, 1.75702], [1.00519, -1.24808, 1.32510], [0.47779, -0.37300, 2.07892], [0.94249, 0.15758, 3.25847], [-0.42995, 0.13752, 1.75810], [1.76119, -0.27648, 3.64500], [0.25159, 0.53146, 3.87963], [-1.73896, -0.47635, -2.80542], [-0.77322, -0.39670, -1.70992], [-0.35041, 1.06866, -1.54871], [0.44194, 1.31013, -0.42057], [-1.27690, -0.24544, -3.67804], [-2.07217, -1.41682, -2.93679], [0.12555, -0.98989, -1.92798], [-1.20689, -0.77204, -0.78301], [-1.26138, 1.67182, -1.51879], [0.17986, 1.35556, -2.46833], [0.75460, 0.50213, -0.00626]],
  "smiles": "[H]/N=C\\N.NCCO",
  "spin_multiplicity": 1,
  "total_charge": 0,
  "e_homo_ev": -9.200,
  "e_tot_ha": -360.38581,
  "relative_energy_kcal_mol": 32.4
}

# 2
{
  "formula": "C2H6IN2O",
  "method": "ωB97M-V/def2-TZVPD",
  "species": ["N", "C", "C", "I", "N", "O", "H", "H", "H", "H", "H", "H"],
  "positions_angstrom": [[-0.26862, -1.05423, 0.84777], [0.14003, -0.00997, 0.22755], [-0.11150, 1.39646, 0.91123], [1.63999, 2.75265, 0.59151], [0.74495, -0.09852, -0.97423], [0.88259, -1.46383, -1.40526], [-0.85671, -1.09594, 1.72063], [-0.35798, -1.96604, 0.45460], [-0.25815, 1.44943, 2.03946], [-0.93951, 1.67151, 0.36686], [1.58432, 0.40851, -1.15508], [0.73758, -1.63697, -2.30481]],
  "smiles": "[NH2+]=C(CI)NO",
  "spin_multiplicity": 1,
  "total_charge": 1,
  "e_homo_ev": -13.788,
  "e_tot_ha": -561.92750,
  "relative_energy_kcal_mol": 33.9
}

# 3
{
  "formula": "C20H30FeNO3PS",
  "method": "ωB97M-V/def2-TZVPD",
  "species": ["C", "C", "C", "C", "C", "C", "C", "C", "N", "Fe", "C", "P", "H", "H", "H", "H", "H", "H", "H", "H", "C", "C", "H", "C", "C", "H", "H", "H", "H", "H", "H", "H", "H", "H", "H", "H", "H", "H", "H", "C", "C", "C", "C", "C", "C", "C", "S", "O", "O", "O", "H", "H", "H", "H", "H", "H", "H"],
  "positions_angstrom": [[0.55990, 3.40688, -2.81816], [-0.72618, 2.85136, -2.73083], [-0.96247, 1.48071, -2.39579], [0.11124, 0.58304, -2.23435], [1.40338, 1.19287, -2.22184], [1.63834, 2.56330, -2.52559], [-2.41622, 1.13773, -2.20892], [-2.84396, -0.28107, -1.80657], [-1.86872, -1.36570, -2.13704], [-0.02593, -1.39649, -2.26315], [2.60708, 0.35163, -1.80330], [2.11851, -1.44554, -1.58112], [-1.57996, 3.49571, -2.93065], [2.65987, 2.97015, -2.50578], [0.73710, 4.47288, -3.05888], [3.02290, 0.70274, -0.83084], [3.43986, 0.39388, -2.54375], [-2.82532, 1.77908, -1.40752], [-2.99783, 1.40631, -3.10093], [-3.02652, -0.36494, -0.72450], [2.82109, -1.75230, 0.07349], [3.31898, -2.16446, -2.77270], [-3.77419, -0.57882, -2.32815], [-1.66305, -1.47539, -3.64294], [-2.34310, -2.67124, -1.60017], [0.58222, 0.44427, 0.01872], [-2.39472, -2.20894, -4.04041], [-1.82935, -0.52264, -4.15798], [-0.65373, -1.86943, -3.97453], [-3.16254, -3.03536, -2.24297], [-1.50544, -3.39885, -1.57359], [-2.73156, -2.50884, -0.58243], [4.33790, -2.09918, -2.37731], [3.02271, -3.20992, -2.92980], [3.24284, -1.61747, -3.72780], [3.92491, -1.73158, 0.01998], [2.45978, -1.00357, 0.78946], [2.49564, -2.73949, 0.41693], [0.59846, -2.58623, -3.07437], [0.24558, 0.80659, 7.43916], [-0.11068, 0.78576, 5.97767], [-0.40433, -0.42965, 5.34688], [-0.70733, -0.47473, 3.98974], [-0.63199, 0.68861, 3.22814], [-0.48971, 1.93132, 3.87043], [-0.18182, 1.96330, 5.22876], [-0.77176, 0.58294, 1.47007], [0.73712, 0.14152, 0.97526], [-1.64247, -0.51610, 1.10962], [-1.00508, 1.90682, 0.95070], [-0.54605, 0.32179, 8.02606], [1.17696, 0.26447, 7.65354], [0.36337, 1.83742, 7.78644], [-0.35030, -1.34837, 5.93307], [-0.94918, -1.42723, 3.51465], [-0.55820, 2.85653, 3.30499], [0.05397, 2.90386, 5.73091]],
  "spin_multiplicity": 5,
  "total_charge": 0,
  "s_squared": 6.026,
  "e_homo_ev": [-5.203, -7.447],
  "e_tot_ha": -3063.64131,
  "relative_energy_kcal_mol": 4.0
}